A molecular structure, C44H52BrClN5NiO7PS in a non-equilibrium geometry. Source: OMol25; level of theory: ωB97M-V with the def2-TZVPD basis set.

Last column: Löwdin spin population.
Geometry (Å):
Ni 15.284455 15.181730 11.304085  1.485
C 15.315266 17.909830 16.517825  0.003
C 15.341292 18.361863 15.179506  -0.003
C 15.400668 17.469047 14.075539  0.008
C 15.538227 16.105545 14.296448  0.030
C 15.687379 15.195768 13.269400  0.212
C 16.006999 13.912496 13.646942  0.023
C 15.760866 13.433452 14.992869  0.012
C 15.531092 14.316803 15.985705  -0.006
C 15.402050 15.690368 15.662595  0.010
C 15.296370 16.566426 16.758733  -0.001
H 15.408348 18.650347 17.280473  0.000
H 15.370358 19.454354 15.036622  0.000
H 15.421544 17.780502 13.077657  0.001
H 16.319393 13.117249 13.024892  0.005
H 15.585295 12.351764 15.143051  0.001
H 15.516105 14.046800 17.026282  0.000
H 15.225115 16.183953 17.744434  0.000
O 8.670172 11.776194 14.774379  0.000
S 9.876883 11.066025 15.159714  0.000
O 10.135928 10.977956 16.568972  0.000
N 11.112087 11.762565 14.374846  0.000
C 11.956384 10.852858 13.778867  0.000
O 13.084529 11.116481 13.276695  0.000
C 11.341718 9.443920 13.795813  0.000
C 11.714719 8.248272 13.194439  0.000
C 11.029602 7.083922 13.535913  0.000
C 9.917503 7.122589 14.423069  0.000
C 9.341993 8.320244 14.804170  0.000
C 10.106315 9.447898 14.484999  0.000
H 12.572024 8.212019 12.554603  0.000
H 11.359145 6.149087 13.121870  0.000
H 9.425543 6.203803 14.705866  0.000
H 8.393286 8.323153 15.362560  0.000
C 19.369990 14.264224 14.327487  0.000
C 19.705400 15.101140 13.119401  0.002
O 18.463833 15.798422 12.809302  0.010
P 17.559732 15.744432 11.471218  0.067
O 17.853091 17.058106 10.607621  0.031
C 18.091199 18.475881 10.848514  0.003
C 18.577489 18.998356 9.542261  0.001
O 18.170818 14.561343 10.584960  0.009
C 19.408769 14.629513 9.848783  0.003
C 19.122925 14.380114 8.388620  0.001
H 20.361683 13.817050 14.615750  0.000
H 18.750951 13.391831 14.236985  0.000
H 19.056223 14.940107 15.150006  0.000
H 20.123300 14.529865 12.302270  0.000
H 20.378730 15.940675 13.414440  0.000
H 18.821855 18.636915 11.678216  0.000
H 17.212995 19.008880 11.174881  0.000
H 19.548402 18.678440 9.081618  0.000
H 18.608008 20.077736 9.556414  0.000
H 17.867279 18.680194 8.776332  0.000
H 20.043736 13.732243 10.172360  0.000
H 19.895734 15.530735 10.040536  0.000
H 18.073455 14.306879 8.097213  0.000
H 19.566227 13.382376 8.121132  0.000
H 19.532980 15.151885 7.770109  0.000
C 6.508813 15.193411 10.684752  0.000
C 7.967579 15.493411 11.008837  0.000
C 8.080246 16.656065 12.084967  0.000
C 8.561714 15.881980 9.612711  0.000
C 8.653896 14.224420 11.641102  0.000
O 7.764992 13.771206 12.678227  0.000
C 8.850170 13.089970 10.559850  0.000
C 9.920245 13.154339 9.465751  0.000
C 9.873401 11.867072 8.619701  0.000
C 8.906474 11.814257 7.614282  0.000
C 8.744190 10.647692 6.795350  0.000
C 9.583365 9.551866 6.992141  0.000
Cl 9.189203 8.046612 6.382627  0.000
C 10.596043 9.623945 8.046237  0.000
C 10.757286 10.801463 8.828235  0.000
C 9.912694 14.438381 12.493949  0.000
N 11.203240 14.756040 11.922830  0.001
C 12.472444 14.493471 12.347483  0.001
N 13.334171 15.097743 11.502761  0.043
C 12.557445 15.848781 10.714685  0.005
N 11.263557 15.672152 10.933644  0.002
H 6.030361 16.111607 10.222371  0.000
H 5.919275 14.968131 11.611610  0.000
H 6.345210 14.327154 10.008602  0.000
H 7.531208 17.522045 11.667265  0.000
H 9.170696 16.917480 12.167333  0.000
H 7.578693 16.366954 13.039360  0.000
H 8.414048 16.953312 9.384634  0.000
H 8.247651 15.262559 8.757536  0.000
H 9.682094 15.775143 9.686369  0.000
H 8.213483 13.135282 13.271535  0.000
H 7.831484 12.939991 10.102953  0.000
H 8.933244 12.218731 11.167613  0.000
H 10.965276 13.348308 9.837598  0.000
H 9.735066 13.940836 8.711007  0.000
H 8.086970 12.514729 7.518110  0.000
H 7.896620 10.571094 6.135609  0.000
H 11.192977 8.694088 8.191759  0.000
H 11.418033 10.831477 9.720321  0.000
H 10.025366 13.534668 13.131583  0.000
H 9.650535 15.294632 13.117450  0.000
H 12.781515 13.806433 13.128753  0.000
H 13.042928 16.420377 9.937087  0.001
Br 15.416891 16.765340 8.201687  0.006
C 15.405116 14.851849 8.414137  0.000
C 15.558669 14.207106 7.173386  0.001
C 15.674375 12.846021 7.152378  -0.001
C 15.654877 12.133581 8.345110  0.002
C 15.379443 12.759537 9.525582  0.003
N 15.199470 14.145802 9.513807  0.024
H 15.636767 14.866363 6.284245  0.000
H 15.912305 12.326752 6.216843  0.000
H 15.693226 11.020583 8.216878  0.000
H 15.065249 12.290752 10.408238  0.001

Cartesian forces, eV/Å:
Ni 0.899 0.092 1.732
C 0.232 0.028 -1.173
C 0.244 -0.165 -1.347
C 0.009 1.481 2.859
C -1.523 0.787 2.258
C 0.515 -2.006 -0.322
C -1.513 -0.115 1.732
C -0.112 -0.694 -0.935
C -0.050 0.313 -0.312
C 1.017 -0.779 0.490
C 0.013 0.910 -1.225
H -0.298 0.236 0.588
H -0.135 -0.646 -0.212
H -0.018 0.900 -1.368
H 0.148 -0.600 -1.382
H 0.809 0.590 0.005
H -0.458 -0.332 0.200
H 0.048 -0.411 0.748
O -0.242 -0.557 -0.207
S 1.134 1.369 -0.668
O -0.279 -0.225 0.350
N 1.242 -0.880 -0.665
C 0.342 0.982 0.059
O -2.005 -0.511 0.544
C -1.703 0.118 0.241
C 0.026 -0.002 0.718
C -0.721 0.607 0.818
C 0.300 -0.428 -1.353
C 0.824 0.281 -0.014
C 0.060 -0.076 0.243
H 0.381 -0.019 -0.262
H 0.042 -0.310 0.020
H 0.039 -0.191 -0.081
H 0.685 0.336 -0.241
C 2.582 0.076 1.184
C -0.910 0.993 1.033
O -0.518 0.463 -1.731
P -0.075 -0.202 -0.003
O 0.624 0.745 0.197
C 1.669 -0.903 0.837
C 0.448 0.216 -1.682
O 0.689 0.062 -0.094
C -0.437 -3.244 0.127
C 0.290 -1.356 -0.762
H -0.666 0.414 0.179
H -0.759 0.073 -0.520
H -0.071 -0.654 -0.477
H -0.154 0.013 -0.336
H -0.150 -0.882 -0.300
H -0.327 -0.495 -0.588
H -0.735 -0.210 -0.122
H -0.514 -0.131 1.244
H -0.092 0.417 -0.006
H -0.245 0.283 0.019
H -0.710 1.515 0.084
H 0.876 1.492 0.282
H -0.048 0.122 0.572
H -0.315 1.056 -0.124
H 0.474 0.346 -0.475
C -1.790 0.342 0.906
C 0.126 0.158 0.089
C -0.136 -0.215 -1.474
C 2.199 0.437 0.742
C 0.139 -0.698 -1.005
O -0.040 -0.029 -0.675
C -1.628 0.896 0.318
C 0.734 -0.301 -0.762
C 0.025 0.945 0.040
C -0.206 -2.258 -0.761
C 0.831 0.652 1.330
C 1.246 2.259 3.146
Cl -0.159 -1.479 -1.039
C -0.560 0.208 -0.948
C -0.657 -1.365 -0.459
C -0.237 0.035 1.175
N 2.156 0.832 -0.117
C -0.380 -0.592 -1.109
N -1.259 -0.099 1.425
C -0.912 -0.547 -0.361
N 0.999 0.388 -0.303
H 0.586 -1.021 0.349
H 0.485 0.187 -0.724
H 0.305 0.645 0.274
H 0.355 -0.225 0.302
H -1.199 0.048 0.260
H 0.728 0.122 -0.662
H -0.382 -0.452 0.123
H -0.388 0.276 0.565
H -1.441 0.289 -0.381
H -0.286 0.041 -0.186
H 0.995 0.237 0.129
H 0.603 -1.047 0.328
H -1.030 -0.437 -0.145
H 0.050 -0.252 0.797
H 0.400 0.563 0.114
H -0.050 0.020 -0.223
H -0.448 0.985 0.117
H -0.255 -0.110 -0.895
H 0.384 0.590 -0.401
H 0.201 -0.391 0.374
H -0.395 -0.067 -0.005
H -0.707 0.322 -0.121
Br -0.229 -0.543 1.002
C -0.386 -1.592 -1.098
C 0.245 1.352 -0.445
C 0.863 -0.014 -0.516
C -0.441 -2.087 -0.644
C -0.871 2.858 -1.814
N 1.199 0.073 0.099
H -0.083 -0.891 0.550
H -0.400 0.207 0.356
H 0.146 1.160 0.726
H 0.077 -0.705 1.261

Computed properties:
calculated total energy = -7790.23481 a.u.
orbital gap (spin up / spin down) = 6.18 / 6.80 eV
2S+1 = 3
F_max = 4.07 eV Å⁻¹
relative energy (zero: lowest compared OMol25 entry of this formula, charge and spin) = 42.0 kcal/mol

***

A molecular structure, C44H52I2N9O4STi in a non-equilibrium geometry. Source: OMol25; level of theory: ωB97M-V with the def2-TZVPD basis set.

Last column: Löwdin charge in e.
Geometry (Å):
Ti -0.462828 0.185523 -0.214757  0.960
I -2.287862 -0.750891 7.212035  0.968
C -1.883546 -0.767520 5.167600  -0.720
C -2.665426 -1.536184 4.317282  -0.204
C -2.396362 -1.509503 2.960510  -0.596
I -3.571486 -2.667653 1.665293  1.040
C -1.371478 -0.728577 2.431146  -0.360
O -1.185483 -0.671767 1.086680  -0.294
C -0.571635 0.015583 3.298533  -0.154
C 0.627485 0.788336 2.806495  -0.128
N 0.459663 1.509283 1.505122  -0.094
C 0.004979 2.906837 1.728526  -0.120
C -1.399887 3.076368 2.276300  -0.267
C -1.692049 4.217989 3.011123  -0.005
C -2.974345 4.383945 3.508672  -0.029
C -3.912040 3.388884 3.278266  -0.030
C -3.523922 2.282869 2.541185  -0.110
N -2.300028 2.129265 2.029512  0.115
C -0.839761 -0.010411 4.656822  -0.090
H -3.472838 -2.144340 4.702036  0.093
H 1.450674 0.089068 2.682939  0.081
H 0.923832 1.502770 3.575909  0.135
H 1.399783 1.600888 1.134491  0.094
H 0.689185 3.386072 2.429314  0.132
H 0.097461 3.451529 0.784249  0.108
H -0.925205 4.961053 3.198642  0.125
H -3.233119 5.266947 4.079398  0.124
H -4.918018 3.466486 3.668924  0.118
H -4.221940 1.468701 2.362959  0.109
H -0.223404 0.573447 5.331287  0.114
C 2.650507 -3.249102 2.443201  -0.012
N 2.753086 -3.541960 1.015726  -0.116
C 3.317533 -4.688500 0.496249  -0.004
C 3.223934 -4.608319 -0.834351  -0.007
N 2.605989 -3.393936 -1.146454  0.041
C 2.320097 -2.734610 0.027221  -0.577
S 1.703440 -1.196121 0.439577  0.810
C 2.376324 -2.982110 -2.504182  -0.239
C 2.823349 -3.782543 -3.553856  0.016
C 2.612454 -3.341690 -4.847387  -0.028
C 1.977849 -2.125904 -5.055035  -0.035
C 1.580083 -1.413990 -3.940562  -0.127
N 1.763279 -1.833478 -2.686781  0.122
H 2.863882 -4.160411 2.993867  0.104
H 1.647097 -2.903193 2.677464  0.079
H 3.365684 -2.479126 2.728658  0.103
H 3.737671 -5.459998 1.119776  0.145
H 3.542328 -5.314780 -1.576042  0.122
H 3.336792 -4.716658 -3.391204  0.106
H 2.956859 -3.938549 -5.682466  0.127
H 1.807564 -1.742029 -6.052543  0.119
H 1.092662 -0.450605 -4.046947  0.110
C -5.028390 1.990978 -1.908550  -0.010
N -3.841374 1.651506 -1.119956  -0.095
C -3.984315 0.439243 -0.326857  -0.063
C -2.688280 2.307899 -1.236897  -0.390
N -1.516620 1.791949 -0.849677  0.047
N -2.725424 3.550262 -1.809723  -0.143
C -3.620973 4.581022 -1.267902  -0.015
C -1.528526 4.097107 -2.431701  -0.039
H -4.759847 2.598540 -2.767264  0.100
H -5.770138 2.519777 -1.309309  0.101
H -5.478091 1.063528 -2.262172  0.101
H -4.910997 0.491155 0.243138  0.101
H -3.163830 0.332049 0.366140  0.031
H -4.036564 -0.435889 -0.979454  0.086
H -0.817964 2.522790 -0.878790  0.036
H -4.424231 4.136578 -0.689842  0.083
H -4.047532 5.171642 -2.077512  0.106
H -3.059362 5.249047 -0.609315  0.101
H -0.946625 3.310361 -2.908204  0.086
H -0.898510 4.645349 -1.718350  0.093
H -1.834403 4.802517 -3.202958  0.108
C -4.374832 -8.021899 -1.820824  -0.021
O -3.630554 -6.803073 -1.991615  -0.075
C -3.006862 -6.603572 -3.165950  -0.228
C -3.053493 -7.450812 -4.267223  0.016
C -2.346164 -7.125080 -5.411290  -0.030
C -1.568788 -5.969374 -5.474353  -0.055
C -1.518537 -5.124516 -4.385203  -0.024
C -2.255812 -5.429677 -3.247726  -0.159
N -2.199170 -4.636124 -2.060483  0.175
C -2.106979 -3.353863 -1.909210  0.038
C -2.339129 -2.313516 -2.879584  -0.122
C -3.210752 -2.456607 -3.975180  0.003
C -3.463926 -1.401653 -4.817069  -0.033
C -2.805817 -0.185459 -4.603488  -0.019
C -1.962866 -0.021963 -3.522473  -0.006
C -1.757602 -1.063166 -2.618084  -0.288
O -1.008675 -0.888760 -1.519963  -0.206
H -4.739929 -8.007179 -0.800786  0.101
H -3.733129 -8.890388 -1.968101  0.106
H -5.217394 -8.053400 -2.510782  0.106
H -3.637109 -8.360857 -4.233442  0.122
H -2.388172 -7.788956 -6.265419  0.125
H -0.996379 -5.744595 -6.363889  0.116
H -0.900936 -4.233026 -4.399960  0.118
H -2.240337 -5.192563 -1.210337  0.176
H -1.854785 -3.030096 -0.903549  0.096
H -3.710718 -3.403038 -4.137432  0.130
H -4.154152 -1.513786 -5.642691  0.124
H -2.957547 0.636064 -5.292858  0.125
H -1.449113 0.914814 -3.354589  0.107
C 2.290135 3.273701 -1.656417  0.027
C 2.155818 1.787587 -1.608911  -0.411
C 3.329479 0.975086 -2.024513  0.010
O 1.088574 1.272292 -1.264537  -0.111
H 3.176156 3.592066 -1.103087  0.113
H 1.406251 3.775600 -1.268778  0.067
H 2.454748 3.584648 -2.693450  0.120
H 4.255955 1.422123 -1.665476  0.110
H 3.377849 0.980381 -3.120533  0.117
H 3.224824 -0.050062 -1.687511  0.043

Cartesian forces, eV/Å:
Ti 1.580 0.524 -0.362
I 0.041 -0.002 -0.133
C -0.099 -0.064 0.195
C 0.018 0.024 0.007
C -0.047 -0.081 -0.525
I 0.028 0.042 0.145
C -0.084 -0.096 0.489
O -0.902 -0.381 1.202
C 0.110 0.100 -0.309
C -0.170 -0.015 0.011
N -0.247 -0.157 0.102
C -0.142 0.039 -0.092
C 0.021 -0.155 0.000
C 0.058 0.077 0.024
C -0.017 0.025 -0.002
C -0.020 0.045 0.005
C 0.040 -0.055 -0.013
N 0.000 -0.052 0.045
C 0.052 0.061 0.090
H 0.021 0.022 -0.001
H 0.082 -0.015 -0.056
H 0.005 0.051 0.015
H 0.138 0.015 0.038
H 0.111 0.065 0.007
H 0.009 -0.032 -0.030
H -0.037 -0.025 0.007
H 0.020 -0.036 -0.004
H 0.032 -0.028 -0.012
H 0.034 0.067 0.004
H -0.034 -0.006 -0.040
C 0.054 0.009 0.043
N -0.035 -0.042 0.131
C -0.001 0.015 0.218
C -0.086 0.124 -0.191
N -0.096 -0.023 0.141
C -0.003 -0.336 -0.295
S 0.284 0.264 -0.003
C 0.047 0.044 -0.087
C 0.043 -0.104 0.035
C 0.026 -0.031 0.034
C -0.035 0.025 -0.057
C -0.067 0.016 0.040
N -0.055 0.048 0.142
H 0.013 -0.027 -0.032
H -0.028 -0.028 -0.034
H 0.005 -0.006 -0.055
H -0.040 0.063 -0.010
H -0.015 0.045 0.050
H -0.009 0.031 -0.055
H -0.009 0.014 0.034
H 0.007 0.002 0.061
H -0.053 -0.006 -0.001
C 0.023 0.008 0.000
N -0.076 -0.084 0.015
C 0.001 0.026 -0.137
C -0.066 0.065 0.101
N -0.240 0.077 -0.126
N 0.087 -0.021 0.053
C -0.053 -0.043 -0.067
C -0.054 0.041 0.071
H 0.043 0.034 0.020
H 0.000 -0.018 0.010
H 0.038 -0.021 0.010
H -0.043 0.009 -0.015
H 0.077 0.078 0.130
H 0.020 -0.013 -0.017
H 0.044 0.068 -0.033
H 0.020 -0.018 -0.003
H -0.022 -0.025 -0.008
H 0.029 -0.010 -0.006
H -0.001 -0.019 -0.007
H -0.001 -0.031 0.012
H 0.003 0.019 0.015
C 0.010 -0.009 -0.013
O -0.095 -0.099 0.151
C -0.052 0.019 -0.021
C -0.065 -0.128 -0.023
C 0.086 0.075 -0.047
C -0.031 -0.087 -0.040
C 0.063 0.174 0.143
C -0.058 0.034 -0.116
N 0.047 0.002 -0.115
C -0.071 0.019 0.087
C 0.071 -0.197 0.049
C -0.008 -0.172 0.050
C 0.032 0.163 -0.038
C -0.066 -0.173 -0.046
C 0.151 0.163 0.119
C -0.015 0.060 -0.337
O -0.446 -0.306 -0.874
H -0.004 0.027 0.030
H 0.021 0.023 0.000
H 0.009 0.022 -0.015
H 0.034 0.058 -0.012
H -0.008 0.016 0.038
H -0.030 0.000 0.019
H -0.022 -0.029 -0.031
H 0.139 -0.017 0.044
H -0.123 -0.029 0.028
H 0.057 0.010 -0.013
H 0.044 -0.005 0.026
H -0.004 -0.011 0.023
H -0.022 0.016 0.007
C -0.020 0.076 0.003
C 0.056 0.044 -0.143
C -0.020 -0.109 -0.031
O -0.011 0.191 0.093
H -0.010 -0.020 -0.012
H -0.002 -0.016 -0.012
H 0.022 -0.036 0.041
H -0.007 0.034 -0.020
H -0.004 0.051 0.059
H -0.025 -0.013 0.017

Computed properties:
charge = +3
calculated total energy = -4344.01019 a.u.
orbital gap = 6.39 eV
F_max = 1.70 eV Å⁻¹
relative energy (zero: lowest compared OMol25 entry of this formula, charge and spin) = 31.0 kcal/mol